No. 1
A 4-piece molecular cluster, C29H60N5O10 overall at a distorted geometry. Source: the Open Molecules 2025 dataset; level of theory: ωB97M-V with the def2-TZVPD basis set.

Cartesian coordinates (Å):
C 3.69821 -2.80700 3.54969
C 2.69603 -1.72911 3.19233
N 3.18718 -0.90629 2.03679
C 2.64625 0.38889 2.11121
C 3.36051 1.43195 2.67714
N 2.82876 2.67216 2.76220
C 1.60145 2.95811 2.31928
C 0.85221 1.98235 1.73270
C 1.35157 0.68760 1.61405
C 0.47048 -0.33003 0.94681
O 0.66104 -1.50001 0.93407
O -0.56810 0.27768 0.33150
C -1.80008 -0.44366 0.34519
O -2.13734 -0.90021 1.62274
C -2.29099 0.10570 2.54577
C -1.65814 -0.19822 3.86775
O -2.86437 1.11852 2.30713
H 4.57996 -2.41454 4.04718
H 3.93822 -3.39984 2.67123
H 3.21558 -3.48049 4.25539
H 1.72340 -2.15663 2.97918
H 2.58490 -1.06615 4.05796
H 4.18950 -0.79031 2.15432
H 4.35151 1.26715 3.06986
H 3.40039 3.39026 3.18907
H 1.21644 3.95676 2.44233
H -0.13286 2.24953 1.39644
H -1.78701 -1.28671 -0.33545
H -2.54964 0.25064 -0.02093
H -0.97392 -1.03624 3.79787
H -1.15739 0.69580 4.22306
H -2.44919 -0.45650 4.56903
C -4.89993 -2.60716 0.14928
O -3.77183 -3.11201 -0.54180
C -3.38960 -4.43230 -0.16530
C -3.74017 -5.45665 -1.22500
N -5.17776 -5.66901 -1.32134
C -5.62009 -6.41646 -2.49909
C -5.27782 -5.89119 -3.89063
O -5.96184 -4.71330 -4.27274
C -5.44241 -3.50682 -3.75439
H -4.93572 -1.53115 -0.02107
H -5.83573 -3.03528 -0.22230
H -4.82345 -2.78892 1.22462
H -3.81752 -4.70272 0.80437
H -2.30138 -4.42130 -0.05458
H -3.25939 -6.40447 -0.96461
H -3.30423 -5.10764 -2.17017
H -5.64746 -4.77464 -1.31354
H -6.70857 -6.48317 -2.43676
H -5.23975 -7.43951 -2.41487
H -5.60143 -6.65365 -4.60257
H -4.19767 -5.77180 -4.04234
H -4.35170 -3.53014 -3.67992
H -5.87575 -3.27068 -2.77811
H -5.72601 -2.70676 -4.43838
C 8.21071 -3.32327 -2.74032
O 8.02517 -1.98614 -3.16439
C 6.99884 -1.80066 -4.13038
C 5.77789 -1.12900 -3.53549
N 5.06599 -2.01036 -2.61683
C 4.06363 -1.35787 -1.78144
C 4.48574 -0.20786 -0.87185
O 5.29594 -0.58144 0.23322
C 6.67181 -0.78446 -0.06738
H 9.16514 -3.37050 -2.21864
H 7.42864 -3.64941 -2.04489
H 8.24237 -4.01083 -3.58894
H 6.73588 -2.74536 -4.61457
H 7.40644 -1.13867 -4.89844
H 5.10239 -0.84308 -4.34719
H 6.12451 -0.20900 -3.04669
H 5.73428 -2.47476 -2.01794
H 3.62952 -2.13134 -1.14255
H 3.25701 -1.00056 -2.43054
H 3.56727 0.19497 -0.43604
H 4.95186 0.61939 -1.41962
H 7.03006 -0.09255 -0.83142
H 6.85988 -1.81272 -0.37915
H 7.23791 -0.61396 0.84879
C -4.23382 7.95325 2.32381
O -4.64807 6.94504 1.42190
C -4.45520 7.25409 0.04765
C -3.31583 6.45794 -0.55516
N -2.02036 6.89003 -0.04056
C -0.90688 5.99604 -0.33461
C -0.97209 4.54109 0.12493
O -0.87011 4.33999 1.53324
C -2.07301 4.59413 2.25842
H -4.66186 7.71659 3.29649
H -3.14340 7.98855 2.43359
H -4.59253 8.93798 2.01492
H -4.31118 8.32808 -0.09979
H -5.37433 6.97041 -0.47060
H -3.32834 6.59045 -1.64078
H -3.51671 5.39977 -0.34332
H -2.08523 7.01110 0.96026
H -0.01687 6.44162 0.11916
H -0.74048 6.00174 -1.41629
H -0.09703 4.03824 -0.30144
H -1.84706 4.01201 -0.26705
H -2.95667 4.29560 1.69483
H -2.14574 5.64375 2.54465
H -2.03345 4.00760 3.17678

The energy relative to the best compared isomer or geometry (same formula, charge and spin) is 24.2 kJ/mol. As for the charge: +1.


No. 2
C34H36N4O2PPt as an isolated structure at a distorted geometry. Source: the Open Molecules 2025 dataset; level of theory: ωB97M-V with the def2-TZVPD basis set.

Cartesian coordinates (Å):
Pt 0.14375 0.19932 -0.19260
C 3.18274 2.85918 -5.11335
C 1.92949 3.41605 -4.91553
C 1.21149 3.13893 -3.76393
C 1.76059 2.30493 -2.79274
C 3.02051 1.74462 -2.99944
C 3.73138 2.01941 -4.15301
P 0.92527 1.97404 -1.22738
C -0.79960 2.53103 -1.60446
C -1.31557 3.71988 -1.10104
C -2.61984 4.10050 -1.39314
C -3.41325 3.30566 -2.20169
C -2.89963 2.12206 -2.71922
C -1.60539 1.73780 -2.42379
C 1.44662 3.13987 0.03613
C 2.02969 4.37061 -0.11174
C 2.36287 5.10722 1.04082
C 2.15086 4.58879 2.29204
C 1.59574 3.29918 2.47104
C 1.43838 2.67913 3.73314
C 0.98044 1.39386 3.80205
C 0.62498 0.67525 2.63763
C 0.72554 1.25528 1.38588
C 1.23259 2.58005 1.31551
H 3.73208 3.07514 -6.01876
H 1.50254 4.06757 -5.66501
H 0.23128 3.57552 -3.63281
H 3.45254 1.09088 -2.25047
H 4.70620 1.57884 -4.30511
H -0.70334 4.35135 -0.47234
H -3.00598 5.02819 -0.99406
H -4.42138 3.61146 -2.44264
H -3.50865 1.50184 -3.36257
H -1.21695 0.82142 -2.85614
H 2.22344 4.77560 -1.09703
H 2.81023 6.08498 0.93085
H 2.44609 5.15135 3.16818
H 1.71128 3.22160 4.62732
H 0.88082 0.90733 4.76274
H 0.24565 -0.33542 2.73765
C -3.53793 -6.38611 -0.22392
C -2.39321 -6.56891 0.75974
N -1.42304 -5.47426 0.70996
C -1.40878 -4.53679 1.81902
C -2.62749 -3.62592 1.86242
C -0.53950 -5.49493 -0.31460
O -0.50542 -6.39424 -1.13609
C 0.42991 -4.35365 -0.45970
C 1.79179 -4.60225 -0.59071
C 2.64468 -3.53798 -0.83020
C 2.11099 -2.26636 -0.94915
N 0.80402 -2.02329 -0.84599
C -0.01258 -3.04782 -0.61397
H -4.23564 -7.21876 -0.14786
H -3.15811 -6.35677 -1.24374
H -4.08774 -5.46589 -0.02746
H -1.86390 -7.50019 0.55002
H -2.76210 -6.61811 1.78618
H -0.49193 -3.94967 1.77181
H -1.35153 -5.11933 2.74485
H -2.71764 -3.04190 0.94684
H -2.54672 -2.93321 2.70018
H -3.54546 -4.19768 1.99119
H 2.16250 -5.61462 -0.51173
H 3.70864 -3.68388 -0.93525
H 2.74028 -1.40651 -1.13948
H -1.06887 -2.81112 -0.55153
C -3.55085 2.17199 2.33103
N -2.50530 1.33375 1.77600
C -2.73154 0.21234 1.09319
N -3.98736 -0.25977 1.00551
O -1.82001 -0.42645 0.50451
H -3.09931 3.09382 2.68745
H -4.04600 1.69093 3.17794
H -4.29000 2.43287 1.57073
H -1.54095 1.64053 1.80777
H -4.76942 0.16706 1.46586
H -4.12716 -1.09763 0.46990

The energy relative to the best compared isomer or geometry (same formula, charge and spin) is 134.7 kJ/mol. As for the charge: +1.


Question: Which value of charge does entry 2 give?
Answer: +1


Question: What is the energy relative to the best compared isomer or geometry (same formula, charge and spin) in the second record?
Answer: 134.7 kJ/mol